The following is a DFT calculation (wB97M-V/def2-TZVPD) of C50H45F2N6NaO5 as an isolated structure.

Computed properties:
Net charge: -2
DFT total energy: -2999.1548 hartree
Kohn-Sham gap: 5.3 eV
E_HOMO: -0.0598 Eh
ΔE to the lowest compared entry with this formula, charge and spin: 16.3 kcal per mole
Maximum force: 1.9 eV/A

Element x y z (Å)
Na  0.791  0.666  -0.277
N  4.698  0.894  2.452
C  4.547  0.721  1.125
N  3.638  1.547  0.678
C  3.235  2.194  1.796
N  3.850  1.838  2.906
C  2.119  3.160  1.760
C  1.764  3.913  2.873
N  0.708  4.722  2.869
C  -0.008  4.749  1.750
C  0.346  4.005  0.634
N  1.427  3.233  0.627
H  5.228  0.348  3.106
H  5.077  -0.021  0.541
H  2.351  3.851  3.781
H  -0.900  5.363  1.746
H  -0.255  4.015  -0.274
F  2.847  -4.907  -1.606
C  3.021  -3.580  -1.891
C  2.409  -2.612  -1.128
C  2.602  -1.239  -1.392
C  3.452  -0.914  -2.476
C  4.016  -1.936  -3.233
F  4.787  -1.673  -4.347
C  3.828  -3.277  -2.972
C  3.769  0.534  -2.726
C  4.969  0.968  -3.311
C  5.231  2.322  -3.421
C  4.302  3.238  -2.951
C  3.138  2.730  -2.396
N  2.873  1.433  -2.296
H  1.768  -2.940  -0.309
H  4.279  -4.041  -3.588
H  5.700  0.250  -3.648
H  6.161  2.659  -3.866
H  4.470  4.307  -3.015
H  2.364  3.391  -2.007
C  -3.039  -4.373  0.859
C  -2.139  -3.303  0.278
C  -1.358  -3.786  -0.938
O  -1.272  -2.858  1.289
C  -0.962  -1.492  0.962
C  -2.295  -0.969  0.397
O  -2.922  -2.181  -0.082
C  -2.184  0.093  -0.779
O  -0.918  0.150  -1.308
C  -2.609  1.506  -0.270
C  -2.493  1.907  1.060
C  -2.845  3.191  1.466
C  -3.297  4.121  0.539
C  -3.381  3.749  -0.800
C  -3.043  2.462  -1.191
C  -3.222  -0.360  -1.842
C  -2.760  -1.005  -2.979
C  -3.643  -1.453  -3.957
C  -5.012  -1.263  -3.806
C  -5.486  -0.632  -2.661
C  -4.597  -0.189  -1.689
C  -0.273  -0.733  2.143
O  0.254  0.418  1.667
C  0.837  -1.715  2.681
C  2.134  -1.541  2.213
C  3.161  -2.393  2.607
C  2.915  -3.424  3.505
C  1.624  -3.601  3.988
C  0.598  -2.762  3.571
C  -1.221  -0.460  3.344
C  -0.912  0.646  4.138
C  -1.680  0.973  5.246
C  -2.792  0.204  5.580
C  -3.116  -0.891  4.792
C  -2.335  -1.222  3.687
H  -2.432  -5.193  1.247
H  -3.714  -4.750  0.089
H  -3.630  -3.944  1.671
H  -0.714  -4.625  -0.662
H  -0.733  -2.976  -1.322
H  -2.051  -4.091  -1.724
H  -0.233  -1.478  0.143
H  -2.936  -0.577  1.188
H  -2.089  1.229  1.798
H  -2.744  3.461  2.513
H  -3.576  5.123  0.850
H  -3.705  4.468  -1.544
H  -3.106  2.196  -2.239
H  -1.689  -1.146  -3.066
H  -3.260  -1.955  -4.840
H  -5.702  -1.603  -4.571
H  -6.553  -0.482  -2.528
H  -4.976  0.298  -0.796
H  2.305  -0.748  1.497
H  4.154  -2.269  2.187
H  3.713  -4.090  3.813
H  1.412  -4.408  4.682
H  -0.404  -2.932  3.945
H  -0.065  1.249  3.829
H  -1.421  1.839  5.846
H  -3.401  0.460  6.441
H  -3.988  -1.490  5.032
H  -2.599  -2.082  3.083
C  0.142  0.811  -4.464
C  -0.028  2.247  -3.983
O  -0.308  2.362  -2.604
H  0.584  0.803  -5.466
H  -0.821  0.302  -4.506
H  0.792  0.255  -3.784
H  -0.829  2.726  -4.568
H  0.886  2.807  -4.201
H  -0.597  1.475  -2.204

=====

The following is a DFT calculation (wB97M-V/def2-TZVPD) of a 2-piece molecular cluster, C5H12O overall.

Computed properties:
DFT total energy: -272.9066 hartree
Kohn-Sham gap: 9.3 eV
E_HOMO: -0.3117 Eh
ΔE to the lowest compared entry with this formula, charge and spin: 26.4 kcal per mole
Maximum force: 1.3 eV/A

Element x y z (Å)
C  -0.468  1.689  -1.367
C  -0.030  0.354  -0.798
C  -0.863  -0.519  -0.207
C  -0.537  -1.966  0.034
C  1.479  0.208  -0.704
H  -0.215  2.503  -0.665
H  -1.541  1.729  -1.528
H  0.187  1.880  -2.219
H  -1.893  -0.229  -0.023
H  0.534  -2.131  0.085
H  -1.001  -2.352  0.936
H  -0.953  -2.527  -0.812
H  1.775  0.325  0.333
H  1.937  1.013  -1.265
H  1.791  -0.725  -1.185
H  1.019  0.389  2.773
H  -0.390  0.763  2.040
O  0.164  0.087  2.459

=====

The following is a DFT calculation (wB97M-V/def2-TZVPD) of an isolated ion of composition C2H9NP3 and charge +1.

Computed properties:
Net charge: +1
DFT total energy: -1160.0848 hartree
Kohn-Sham gap: 7.3 eV
E_HOMO: -0.5015 Eh
ΔE to the lowest compared entry with this formula, charge and spin: 14.7 kcal per mole
Maximum force: 2.5 eV/A

Element x y z (Å)
C  1.159  -0.508  -0.630
C  0.875  1.736  0.896
N  -1.491  0.123  0.348
P  -1.852  1.492  -0.454
P  -2.668  -1.298  0.563
P  0.315  0.067  0.958
H  0.447  -1.041  -1.332
H  2.018  -1.131  -0.464
H  1.547  0.436  -1.154
H  0.148  2.404  1.425
H  0.880  2.090  -0.104
H  1.845  1.730  1.479
H  -3.341  1.550  -0.431
H  -1.998  -1.932  1.680
H  -2.030  -2.304  -0.413

=====

The following is a DFT calculation (wB97M-V/def2-TZVPD) of one molecule with the formula C3H4N2O3S.

Computed properties:
DFT total energy: -849.9523 hartree
Kohn-Sham gap: 9.1 eV
E_HOMO: -0.3411 Eh
ΔE to the lowest compared entry with this formula, charge and spin: 119.5 kcal per mole
Maximum force: 4.3 eV/A

Element x y z (Å)
C  -0.271  -2.157  -0.981
C  -0.612  -0.763  1.250
C  -0.337  -0.872  -1.269
N  -0.925  -1.315  0.029
N  -0.602  1.863  -0.917
O  1.401  1.190  -2.130
O  -0.727  0.898  -3.246
O  -0.417  0.401  1.422
S  0.050  0.873  -2.026
H  -0.240  -3.151  -1.224
H  -0.727  -1.513  1.974
H  -0.346  1.568  0.059
H  -1.558  1.616  -1.083

=====

The following is a DFT calculation (wB97M-V/def2-TZVPD) of a 7-piece molecular cluster, C55H71BrNO19P overall.

Computed properties:
DFT total energy: -6538.0973 hartree
Kohn-Sham gap: 8.1 eV
E_HOMO: -0.3242 Eh
Maximum force: 1.2 eV/A

Element x y z (Å)
C  -2.788  1.610  -1.760
C  -2.517  1.099  -0.710
C  -2.193  0.252  0.406
C  -3.031  -0.832  0.649
C  -2.765  -1.703  1.693
C  -3.725  -2.854  1.886
C  -3.207  -4.238  1.544
O  -3.818  -5.233  1.720
Br  -1.416  -4.401  0.727
C  -1.642  -1.525  2.521
C  -1.365  -2.481  3.663
C  -1.851  -2.023  5.045
C  -1.505  -3.108  6.086
C  -3.370  -1.810  5.126
C  -0.809  -0.435  2.251
C  -1.089  0.458  1.216
C  -0.183  1.625  1.016
O  -0.644  2.683  0.651
C  1.269  1.420  1.305
C  2.275  2.112  0.606
P  1.832  3.329  -0.689
O  2.949  4.201  -1.149
C  3.602  1.856  0.953
C  4.754  2.577  0.266
C  4.980  3.930  1.022
O  4.058  3.954  2.162
C  4.575  4.416  3.315
C  4.363  3.559  4.531
O  5.142  5.477  3.393
C  3.916  0.944  1.982
C  5.377  0.742  2.350
C  6.185  -0.205  1.413
C  5.485  -0.679  0.144
O  6.288  -1.715  -0.456
C  2.907  0.269  2.666
C  3.189  -0.739  3.762
N  2.768  -2.079  3.314
C  3.727  -2.731  2.417
C  1.570  0.525  2.319
C  0.432  -0.145  3.044
O  0.494  -0.417  4.221
H  -3.084  1.980  -2.712
H  -3.890  -0.948  0.007
H  -4.586  -2.707  1.236
H  -4.099  -2.840  2.905
H  -0.283  -2.622  3.708
H  -1.776  -3.475  3.484
H  -1.394  -1.093  5.372
H  -0.534  -3.566  5.909
H  -1.564  -2.665  7.081
H  -2.290  -3.869  6.069
H  -3.619  -1.596  6.170
H  -3.908  -2.725  4.877
H  -3.713  -0.949  4.550
H  0.768  4.113  -0.242
H  1.308  2.586  -1.771
H  5.672  2.011  0.333
H  4.563  2.727  -0.789
H  5.979  4.009  1.436
H  4.723  4.780  0.400
H  3.452  2.961  4.477
H  4.298  4.197  5.410
H  5.220  2.901  4.683
H  5.486  0.479  3.396
H  5.825  1.732  2.256
H  6.512  -1.065  1.999
H  7.104  0.298  1.103
H  4.524  -1.142  0.348
H  5.406  0.119  -0.591
H  6.918  -1.297  -1.051
H  4.251  -0.772  4.022
H  2.646  -0.489  4.664
H  2.707  -2.676  4.129
H  3.380  -2.747  1.382
H  3.857  -3.775  2.705
H  4.721  -2.274  2.437
O  -5.670  -0.135  -5.587
C  -4.487  -0.266  -5.445
O  -3.827  0.210  -4.364
C  -2.408  -0.012  -4.508
C  -2.286  -1.155  -5.505
C  -3.508  -0.929  -6.393
H  -1.947  0.911  -4.871
H  -1.986  -0.257  -3.538
H  -1.342  -1.160  -6.038
H  -2.384  -2.103  -4.989
H  -3.305  -0.244  -7.218
H  -3.921  -1.860  -6.777
O  -0.618  -3.415  -5.623
C  -1.115  -4.196  -6.383
O  -2.441  -4.440  -6.363
C  -2.785  -5.477  -7.302
C  -1.638  -5.486  -8.307
C  -0.449  -5.051  -7.445
H  -2.872  -6.416  -6.753
H  -3.752  -5.234  -7.738
H  -1.510  -6.446  -8.802
H  -1.820  -4.732  -9.076
H  0.036  -5.896  -6.953
H  0.286  -4.474  -7.999
O  -6.111  -1.230  0.586
C  -7.145  -1.821  0.715
O  -7.202  -3.170  0.769
C  -8.573  -3.608  0.819
C  -9.351  -2.412  1.351
C  -8.540  -1.238  0.802
H  -8.881  -3.890  -0.189
H  -8.640  -4.481  1.464
H  -10.396  -2.413  1.049
H  -9.316  -2.403  2.441
H  -8.857  -0.949  -0.201
H  -8.553  -0.373  1.458
O  -5.611  -5.409  -7.087
C  -6.178  -4.666  -6.334
O  -6.971  -3.666  -6.763
C  -7.411  -2.863  -5.648
C  -7.281  -3.775  -4.433
C  -6.088  -4.647  -4.821
H  -6.768  -1.983  -5.582
H  -8.432  -2.539  -5.828
H  -7.150  -3.228  -3.501
H  -8.173  -4.396  -4.337
H  -5.137  -4.191  -4.538
H  -6.150  -5.654  -4.421
O  7.603  3.333  -0.111
C  8.490  4.139  -0.109
O  9.360  4.256  0.916
C  10.239  5.375  0.696
C  10.213  5.610  -0.808
C  8.792  5.178  -1.168
H  9.855  6.229  1.258
H  11.228  5.124  1.070
H  10.453  6.634  -1.086
H  10.932  4.952  -1.299
H  8.075  5.994  -1.066
H  8.721  4.745  -2.161
O  1.687  9.110  5.239
C  1.422  8.168  4.554
O  0.151  7.721  4.384
C  0.150  6.515  3.600
C  1.459  6.540  2.824
C  2.384  7.276  3.792
H  0.086  5.662  4.281
H  -0.726  6.514  2.955
H  1.809  5.550  2.537
H  1.338  7.128  1.913
H  2.863  6.596  4.497
H  3.136  7.868  3.281

=====

- Among the records above, which one has the lowest DFT total energy?
  C55H71BrNO19P

=====

- Among the records above, which one has the highest E_HOMO?
  C50H45F2N6NaO5